Entry 1:
42
Properties=species:S:1:pos:R:3 method="wB97M-V/def2-TZVPD" homo_lumo_gap_ev="6.46 / 6.47" energy_ha=-1767.18861 spin_multiplicity=3 s_squared=2.008 charge=-1 relative_energy_kj_mol=13.5
Pt 0.077 -2.564 0.231
C -4.427 -2.841 -0.353
C -3.060 -2.213 -0.148
O -2.095 -2.836 -0.695
C -2.997 -1.016 0.557
C -1.846 -0.227 0.865
C -2.091 1.135 1.465
N -0.617 -0.600 0.650
N 0.369 0.355 0.894
C 1.546 -0.194 1.088
O 1.835 -1.432 1.118
C 2.681 0.777 1.256
C 3.983 0.290 1.273
C 5.057 1.160 1.403
C 4.840 2.525 1.523
C 3.539 3.017 1.511
C 2.467 2.149 1.377
H -4.334 -3.922 -0.246
H -4.771 -2.638 -1.370
H -5.170 -2.460 0.347
H -3.937 -0.625 0.921
H -3.153 1.280 1.661
H -1.739 1.917 0.788
H -1.521 1.254 2.386
H 4.126 -0.779 1.181
H 6.068 0.770 1.412
H 5.678 3.204 1.627
H 3.363 4.081 1.610
H 1.449 2.514 1.368
S 1.123 -2.235 -2.021
C 0.220 -0.822 -2.267
N -1.098 -0.784 -2.486
C -1.618 0.575 -2.362
C -0.351 1.413 -2.078
N 0.716 0.427 -2.227
H -1.629 -1.602 -2.177
H -2.341 0.630 -1.549
H -2.109 0.884 -3.286
H -0.345 1.809 -1.060
H -0.232 2.230 -2.790
H 1.616 0.554 -1.795
I 0.730 -5.157 0.395

Entry 2:
41
Properties=species:S:1:pos:R:3 method="wB97M-V/def2-TZVPD" homo_lumo_gap_ev=8.48 energy_ha=-1789.23916 charge=0 relative_energy_kj_mol=21.2
C 0.057 -3.241 -1.720
O -0.137 -2.362 -0.644
C 1.004 -1.580 -0.364
C 0.673 -0.579 0.741
N -0.248 0.444 0.298
C 0.174 1.636 -0.182
N 1.361 2.110 -0.243
C 2.551 1.622 -0.614
O 2.742 0.746 -1.434
C 3.680 2.434 0.015
S 5.240 1.530 -0.102
C 4.775 0.087 0.802
C 5.804 -0.997 0.740
O 3.721 0.031 1.382
S -1.188 2.687 -0.559
C -2.311 1.439 -0.066
C -3.694 1.511 -0.074
C -4.409 0.398 0.351
O -5.764 0.324 0.399
C -6.515 1.443 -0.009
C -3.724 -0.753 0.761
C -2.348 -0.813 0.766
C -1.624 0.299 0.353
H 0.312 -2.696 -2.636
H -0.883 -3.772 -1.860
H 0.857 -3.960 -1.505
H 1.831 -2.219 -0.020
H 1.340 -1.043 -1.262
H 1.600 -0.104 1.068
H 0.222 -1.101 1.586
H 3.813 3.365 -0.536
H 3.464 2.651 1.060
H 6.804 -0.573 0.728
H 5.655 -1.548 -0.188
H 5.681 -1.678 1.578
H -4.172 2.416 -0.408
H -7.558 1.158 0.114
H -6.304 2.318 0.615
H -6.328 1.691 -1.058
H -4.310 -1.602 1.072
H -1.844 -1.720 1.053

Entry 3:
43
Properties=species:S:1:pos:R:3 method="wB97M-V/def2-TZVPD" homo_lumo_gap_ev="7.19 / 6.68" energy_ha=-2749.70778 spin_multiplicity=5 s_squared=6.037 charge=0
Ru 9.984 8.111 8.978
S 11.848 6.788 5.298
Sb 12.211 6.537 7.450
S 9.691 6.078 8.153
S 12.046 8.837 8.667
S 13.523 5.293 8.812
C 6.589 10.469 11.015
N 7.758 9.960 11.768
C 8.725 10.978 11.958
C 8.281 8.862 11.071
C 9.339 8.002 11.722
C 9.445 7.701 13.054
C 10.484 6.947 13.503
C 11.462 6.475 12.681
C 11.301 6.704 11.325
C 10.318 7.548 10.829
H 6.222 11.390 11.495
H 5.798 9.676 11.027
H 6.934 10.699 9.970
H 8.425 11.697 12.689
H 8.799 11.559 10.976
H 9.689 10.499 12.260
H 8.672 9.294 10.151
H 7.512 8.219 10.766
H 8.645 7.951 13.724
H 10.528 6.841 14.581
H 12.295 5.825 13.108
H 11.911 6.129 10.600
N 6.184 8.133 4.356
C 5.932 9.344 4.907
O 5.002 10.026 4.545
C 6.893 9.800 5.975
C 6.807 11.128 6.415
C 7.765 11.594 7.346
C 8.698 10.708 7.791
N 8.705 9.413 7.518
C 7.865 9.005 6.572
H 5.629 7.962 3.531
H 7.111 7.715 4.568
H 6.032 11.710 5.907
H 7.746 12.620 7.680
H 9.489 11.060 8.400
H 8.004 7.960 6.252

Entry 4:
40
Properties=species:S:1:pos:R:3 method="wB97M-V/def2-TZVPD" homo_lumo_gap_ev=9.11 energy_ha=-1026.92804 charge=0 relative_energy_kj_mol=701.0
N -3.105 -3.158 -0.072
C -2.452 -1.872 -0.301
C -3.230 -0.968 0.578
C -3.020 0.473 0.185
C -3.811 1.332 -0.575
C -3.628 2.766 -0.714
C -2.625 3.279 -0.116
C -1.701 2.476 0.716
C -1.993 1.071 0.910
C -0.943 -1.835 0.064
O -0.667 -2.720 0.966
N -0.052 -0.873 -0.609
C 1.386 -0.660 -0.565
C 1.799 0.504 0.547
C 3.302 0.910 0.372
C 4.479 0.496 1.068
N 5.619 0.905 0.248
C 4.823 1.611 -0.829
N 3.490 1.501 -0.820
C 2.132 -2.028 -0.585
O 1.574 -2.979 -0.977
O 3.104 -2.108 0.232
H -2.298 -3.674 0.632
H -2.873 -3.875 -1.023
H -2.440 -1.675 -1.483
H -4.345 -1.240 0.473
H -2.875 -1.210 1.662
H -4.503 1.001 -1.445
H -4.068 3.364 -1.405
H -2.465 4.384 0.040
H -0.923 3.121 1.198
H -1.532 0.521 1.621
H -0.673 -0.223 -1.348
H 1.739 -0.009 -1.475
H 0.971 1.219 0.300
H 1.735 0.046 1.610
H 4.478 -0.096 1.942
H 6.581 1.084 0.576
H 5.374 2.033 -1.625
H 3.639 -2.898 0.025